(1)
{"formula": "C21H42O9", "method": "the ωB97M-V functional and the def2-TZVPD basis", "gap_ev": 10.045, "mol_weight_g_mol": 438.6, "e_homo_ev": -9.570, "charge": 0, "multiplicity": 1, "elements": ["O", "C", "O", "C", "C", "C", "H", "H", "H", "H", "H", "H", "H", "H", "O", "C", "O", "C", "C", "C", "H", "H", "H", "H", "H", "H", "H", "H", "O", "C", "O", "C", "C", "C", "H", "H", "H", "H", "H", "H", "H", "H", "C", "C", "O", "C", "H", "H", "H", "H", "H", "H", "C", "C", "O", "C", "H", "H", "H", "H", "H", "H", "C", "C", "O", "C", "H", "H", "H", "H", "H", "H"], "coordinates": [[-47.038, -19.440, 36.452], [-47.754, -19.816, 35.539], [-49.054, -19.636, 35.415], [-49.837, -19.080, 36.480], [-50.915, -18.114, 35.993], [-47.275, -20.518, 34.320], [-49.436, -18.517, 37.270], [-50.385, -20.056, 36.992], [-51.391, -18.668, 35.350], [-50.554, -17.346, 35.367], [-51.821, -17.765, 36.550], [-48.107, -20.239, 33.412], [-47.012, -21.552, 34.550], [-46.392, -20.174, 33.948], [-40.794, -22.494, 35.547], [-41.707, -21.704, 35.405], [-42.810, -21.502, 36.234], [-42.788, -22.056, 37.560], [-44.241, -22.040, 38.021], [-41.840, -20.930, 34.164], [-42.258, -21.391, 38.322], [-42.440, -23.024, 37.571], [-44.222, -22.570, 38.883], [-44.860, -22.452, 37.022], [-44.508, -21.063, 38.079], [-42.824, -20.795, 33.831], [-41.104, -21.331, 33.411], [-41.498, -19.861, 34.251], [-46.184, -13.920, 41.813], [-46.371, -14.662, 42.742], [-46.379, -16.037, 42.696], [-45.794, -16.669, 41.631], [-45.684, -18.183, 41.988], [-46.757, -14.012, 44.034], [-44.660, -16.386, 41.325], [-46.465, -16.513, 40.634], [-44.883, -18.187, 42.889], [-45.172, -18.523, 41.108], [-46.584, -18.717, 41.971], [-46.668, -13.023, 44.042], [-46.080, -14.264, 44.730], [-47.643, -14.415, 44.373], [-42.103, -16.973, 38.488], [-43.081, -18.143, 38.318], [-43.305, -19.046, 39.200], [-43.829, -18.139, 36.950], [-41.257, -16.752, 37.565], [-41.512, -17.266, 39.460], [-42.413, -15.935, 38.645], [-43.256, -18.768, 36.240], [-43.655, -17.159, 36.805], [-44.693, -18.526, 37.093], [-47.230, -16.440, 38.141], [-48.570, -16.018, 38.824], [-49.172, -16.863, 39.773], [-49.418, -14.792, 38.416], [-46.473, -15.746, 38.008], [-47.654, -16.565, 37.171], [-46.955, -17.427, 38.577], [-48.902, -14.147, 37.765], [-49.895, -14.366, 39.312], [-50.218, -15.301, 37.856], [-37.115, -18.780, 36.487], [-38.555, -18.376, 36.725], [-39.000, -17.140, 36.478], [-39.590, -19.473, 37.179], [-37.034, -19.742, 35.847], [-36.646, -19.216, 37.354], [-36.469, -17.615, 36.106], [-40.029, -19.111, 38.256], [-39.280, -20.686, 37.128], [-40.345, -19.396, 36.315]], "forces_ev_per_angstrom": [[-1.0778, -0.3379, -0.5913], [1.8630, 0.5973, 0.6297], [-1.3766, 1.2001, 0.7201], [-3.2404, -2.2480, 2.1809], [0.4727, 0.8123, 1.4662], [-3.6521, -0.0626, -2.1455], [2.2719, -0.0896, 0.9379], [1.3520, 2.5430, -1.1717], [-2.9244, -3.0879, -4.1626], [0.8653, 1.3311, -0.2302], [1.5989, -0.2219, 0.8099], [2.2871, -1.6788, 2.5362], [-0.9165, -0.2809, -0.2729], [2.5457, 1.5649, -0.6082], [-1.0866, 0.8399, 1.0101], [-0.5280, -1.1094, 0.6040], [2.2935, -0.0308, -0.6948], [-1.2291, 2.7917, 1.1652], [0.4628, -1.7073, -6.3677], [2.6082, 1.7270, -1.1961], [-0.0273, -0.7587, -1.3797], [1.2472, -2.0990, -0.2065], [-1.0243, -1.7120, 2.6328], [1.2091, 0.4422, 3.1354], [-1.1235, 2.7989, 0.7917], [-1.4787, -0.3857, -0.6466], [-1.2164, 0.1122, 0.6095], [-0.1327, -0.8378, 0.5337], [0.6927, -0.9798, -0.9493], [-0.8422, 0.8927, -0.5075], [0.1030, 2.6377, 1.8694], [0.8044, -1.6051, -4.0906], [3.4017, 2.6825, 0.3937], [-0.0579, -3.6170, -1.7382], [-2.6350, 0.1655, 1.0571], [1.5904, -0.3194, 2.3599], [-2.3994, -0.7136, -1.7721], [0.7038, -0.7355, -0.3216], [-1.3750, -0.6137, 1.0530], [-0.3849, 4.1663, -0.8487], [2.6477, -1.5155, 2.7919], [-2.2344, -0.4803, 0.7167], [3.9753, -0.5875, 0.6045], [-1.1531, -2.8316, 1.3957], [1.2740, 3.7700, -3.0392], [7.0809, -1.1154, 1.6102], [-2.4098, -1.3726, 2.3332], [-0.7812, 0.7620, -1.8739], [-0.9905, -0.4356, 0.0440], [-0.1590, 0.4064, 0.2784], [-0.6727, 3.4347, -1.9112], [-6.1331, -2.0302, 0.5419], [-3.5702, -1.6630, 1.6594], [-2.7460, -3.8955, 5.6617], [3.9469, 4.9469, -5.8951], [-0.1854, -2.7567, 0.9428], [1.3928, 1.5653, 0.3933], [0.0512, -0.6893, -1.3315], [0.0668, 0.8620, -0.5199], [0.5841, 1.1196, -0.5304], [0.4862, 0.0499, -0.4736], [-0.0089, 0.4157, -0.0262], [1.1545, 2.4727, -1.8186], [-2.1848, 4.1688, -1.0085], [2.4330, -6.6309, 1.4677], [-0.3883, -0.7420, 0.0359], [-0.3006, 2.0319, 0.0666], [0.0864, 0.5078, 0.9277], [-1.9130, -4.2693, 0.9781], [0.8425, -1.1929, -2.8447], [-0.3524, 3.6134, 0.5088], [0.5165, 0.0084, 1.7198]], "mulliken_charge": [-0.565, 0.742, -0.289, -0.071, -1.626, -0.959, 0.250, 0.221, 0.582, 0.411, 0.361, 0.224, 0.259, 0.379, -0.586, 0.686, -0.026, -0.328, -0.898, -1.060, 0.129, 0.564, 0.482, 0.135, 0.101, 0.306, 0.338, 0.227, -0.532, 0.769, -0.276, 0.198, -0.931, -1.443, 0.248, -0.115, 0.253, 0.127, 0.396, 0.434, 0.448, 0.352, -1.307, 1.209, -0.626, -1.088, 0.202, 0.329, 0.429, 0.033, 0.705, 0.142, -1.423, 0.874, -0.587, -1.177, 0.558, 0.549, 0.354, 0.382, 0.339, 0.235, -1.069, 0.549, -0.596, -0.117, 0.278, 0.334, 0.262, 0.159, 0.325, -0.175]}



(2)
{"formula": "C28H26BN9Pt", "method": "the ωB97M-V functional and the def2-TZVPD basis", "gap_ev": 6.535, "mol_weight_g_mol": 694.5, "e_homo_ev": -7.143, "charge": 0, "multiplicity": 1, "elements": ["Pt", "C", "C", "N", "N", "C", "B", "N", "C", "C", "C", "N", "N", "C", "C", "C", "N", "H", "H", "H", "H", "H", "H", "H", "H", "H", "H", "N", "C", "C", "C", "C", "C", "C", "N", "C", "C", "C", "C", "N", "C", "C", "H", "H", "H", "H", "H", "H", "H", "H", "H", "C", "C", "C", "C", "C", "C", "C", "H", "H", "H", "H", "H", "H", "H"], "coordinates": [[0.623, 1.580, 1.236], [2.032, 3.370, 4.843], [1.213, 3.368, 3.718], [1.522, 2.352, 2.918], [2.531, 1.670, 3.512], [2.853, 2.276, 4.662], [3.305, 0.452, 2.915], [3.761, 0.781, 1.486], [4.999, 0.781, 0.964], [4.911, 1.167, -0.358], [3.545, 1.403, -0.556], [2.869, 1.169, 0.559], [2.393, -0.781, 2.898], [2.556, -2.003, 3.435], [1.432, -2.749, 3.144], [0.619, -1.872, 2.411], [1.216, -0.696, 2.268], [2.035, 4.072, 5.657], [0.444, 4.065, 3.441], [3.654, 1.888, 5.267], [4.263, 0.238, 3.605], [5.848, 0.507, 1.567], [5.713, 1.278, -1.065], [3.029, 1.747, -1.438], [3.446, -2.247, 3.990], [1.222, -3.763, 3.436], [-0.372, -2.023, 2.011], [-1.200, -2.371, -4.437], [-1.873, -2.612, -5.616], [-1.934, -3.720, -6.455], [-2.733, -3.602, -7.574], [-3.446, -2.423, -7.850], [-3.381, -1.330, -7.014], [-2.578, -1.429, -5.877], [-2.335, -0.501, -4.883], [-1.519, -1.092, -4.054], [-0.990, -0.461, -2.844], [-0.122, -1.103, -1.968], [0.335, -0.435, -0.850], [-0.026, 0.824, -0.562], [-0.846, 1.452, -1.418], [-1.344, 0.854, -2.553], [-0.584, -3.005, -3.963], [-1.387, -4.629, -6.245], [-2.814, -4.437, -8.256], [-4.060, -2.380, -8.740], [-3.927, -0.420, -7.221], [0.211, -2.120, -2.121], [1.015, -0.898, -0.151], [-1.079, 2.479, -1.183], [-2.002, 1.394, -3.217], [-1.117, 2.655, 1.535], [-1.888, 1.638, 2.304], [-1.818, 1.535, 3.697], [-2.445, 0.504, 4.376], [-3.192, -0.445, 3.693], [-3.321, -0.327, 2.315], [-2.690, 0.702, 1.637], [-0.927, 3.560, 2.104], [-1.631, 2.903, 0.607], [-1.247, 2.266, 4.256], [-2.351, 0.446, 5.454], [-3.681, -1.250, 4.226], [-3.927, -1.037, 1.764], [-2.811, 0.783, 0.562]], "forces_ev_per_angstrom": [[1.2060, 1.5473, -1.1206], [0.0216, -0.0201, -0.0196], [0.0827, 0.1318, -0.1268], [-0.3763, -0.3516, 0.1430], [0.1620, 0.1151, -0.0664], [0.0210, 0.0038, 0.0497], [-0.1077, -0.1713, 0.0456], [0.0029, 0.2072, -0.0468], [0.0093, -0.0403, -0.0128], [0.0120, 0.0256, 0.0063], [-0.0244, 0.0408, -0.0238], [-0.4358, -0.3315, 0.2599], [0.0494, 0.0645, 0.0005], [-0.0120, -0.0498, 0.0603], [0.0167, -0.0025, 0.0452], [0.0612, 0.0303, 0.0788], [-0.2560, -0.3367, -0.0293], [-0.0056, 0.0072, 0.0144], [-0.0377, -0.0142, 0.0110], [0.0106, -0.0004, -0.0007], [0.0344, 0.0226, 0.0300], [0.0074, -0.0024, 0.0076], [0.0072, -0.0044, -0.0101], [-0.0121, -0.0109, -0.0130], [0.0126, -0.0095, 0.0045], [0.0106, -0.0199, 0.0017], [-0.0037, -0.0117, -0.0124], [-0.0270, 0.0692, -0.0105], [-0.0201, 0.0142, 0.0081], [0.0019, -0.0212, -0.0263], [0.0165, -0.0299, 0.0100], [-0.0167, 0.0182, -0.0100], [0.0039, 0.0012, 0.0006], [0.0133, -0.0438, -0.0034], [0.0443, -0.0009, 0.0643], [-0.0535, -0.0461, -0.0989], [0.0615, 0.0737, 0.0967], [-0.0454, 0.0448, -0.0605], [0.0614, 0.0695, 0.0120], [-0.3518, -0.1572, 0.2875], [0.1755, 0.1370, -0.0281], [0.0409, -0.0946, -0.0464], [-0.0021, -0.0036, 0.0078], [-0.0002, -0.0061, -0.0007], [0.0033, -0.0038, -0.0022], [-0.0007, 0.0022, -0.0020], [-0.0057, 0.0050, 0.0009], [0.0070, -0.0018, -0.0096], [-0.0326, -0.0163, 0.0611], [-0.0328, -0.0533, 0.0031], [-0.0008, 0.0101, -0.0134], [0.2377, -0.9831, 0.3406], [-0.6654, 0.0238, 0.1869], [0.0628, 0.0503, -0.0714], [-0.0378, -0.0276, 0.0457], [0.0086, 0.0243, -0.0283], [-0.0458, -0.0311, 0.0295], [0.0845, 0.0617, -0.0068], [-0.0652, 0.0546, -0.0450], [0.0695, 0.0958, 0.0492], [0.0461, -0.0172, -0.0123], [-0.0082, -0.0055, 0.0032], [-0.0003, -0.0088, 0.0036], [0.0004, -0.0059, 0.0065], [0.0165, -0.0169, -0.0178]], "mulliken_charge": [1.122, -1.128, 0.009, -0.470, 0.427, -0.156, -0.094, 0.311, -0.179, -1.080, -0.290, -0.449, 0.123, -0.235, -1.154, -0.353, -0.315, 0.411, 0.497, 0.436, -0.161, 0.439, 0.397, 0.489, 0.433, 0.416, 0.576, 0.039, 0.699, -1.037, -0.404, -0.472, -0.727, 0.524, -0.647, 0.067, 1.192, -1.229, -0.178, 0.134, -0.609, -0.656, 0.163, 0.381, 0.382, 0.380, 0.433, 0.280, 0.596, 0.550, 0.537, -1.497, 0.506, -0.176, -0.667, -0.495, -0.769, -0.158, 0.368, 0.590, 0.331, 0.393, 0.394, 0.396, 0.364]}



Ordered energy above the lowest of the compared OMol25 structures with the same formula, charge and spin results: 8.392 0.341; unit eV.